1.
{"formula": "C17H23F3N3O", "method": "ωB97M-V/def2-TZVPD", "e_homo_ha": -0.4206, "lumo_ev": -2.798, "smiles": "FC(F)(F)c1ccc(N2CCOCC2)c(NC2=[NH+]CCCCC2)c1", "gap_ev": 8.65, "charge": 1, "species": ["F", "C", "F", "F", "C", "C", "C", "C", "N", "C", "C", "O", "C", "C", "C", "N", "C", "N", "C", "C", "C", "C", "C", "C", "H", "H", "H", "H", "H", "H", "H", "H", "H", "H", "H", "H", "H", "H", "H", "H", "H", "H", "H", "H", "H", "H", "H"], "xyz": [[2.522, -3.065, -4.416], [2.206, -3.015, -3.125], [1.770, -4.235, -2.769], [3.351, -2.817, -2.440], [1.199, -1.947, -2.798], [0.483, -1.282, -3.786], [-0.427, -0.313, -3.424], [-0.637, 0.038, -2.085], [-1.521, 1.069, -1.813], [-1.323, 2.032, -0.748], [-2.395, 1.838, 0.350], [-2.863, 0.499, 0.300], [-3.617, 0.258, -0.884], [-2.924, 0.892, -2.117], [0.072, -0.675, -1.095], [-0.278, -0.475, 0.259], [0.491, -0.514, 1.329], [1.803, -0.616, 1.259], [2.658, -0.544, 2.426], [2.735, 0.887, 2.973], [1.385, 1.605, 2.922], [0.233, 0.788, 3.506], [-0.165, -0.455, 2.671], [0.977, -1.663, -1.459], [0.649, -1.518, -4.825], [-0.977, 0.216, -4.186], [-1.419, 3.035, -1.181], [-0.312, 1.939, -0.353], [-1.985, 1.992, 1.349], [-3.234, 2.526, 0.208], [-3.674, -0.828, -0.971], [-4.629, 0.661, -0.761], [-3.355, 1.871, -2.341], [-3.047, 0.248, -2.985], [-1.287, -0.280, 0.392], [2.250, -0.569, 0.352], [2.266, -1.217, 3.191], [3.650, -0.896, 2.143], [3.460, 1.466, 2.401], [3.089, 0.838, 4.002], [1.472, 2.532, 3.489], [1.151, 1.888, 1.892], [-0.636, 1.441, 3.588], [0.496, 0.478, 4.517], [0.115, -1.364, 3.209], [-1.246, -0.483, 2.541], [1.467, -2.266, -0.709]], "lowdin_charge": [0.164, -0.593, 0.153, 0.137, -0.104, 0.019, 0.026, -0.156, -0.104, -0.114, -0.149, -0.184, -0.135, -0.107, -0.127, 0.168, -0.259, 0.111, -0.136, -0.157, -0.195, -0.154, -0.065, 0.043, 0.130, 0.128, 0.133, 0.115, 0.119, 0.133, 0.132, 0.131, 0.132, 0.128, 0.129, 0.156, 0.127, 0.135, 0.118, 0.122, 0.122, 0.105, 0.110, 0.123, 0.134, 0.125, 0.133]}



2.
{"formula": "C17H23F3N6O", "method": "ωB97M-V/def2-TZVPD", "e_homo_ha": -0.3351, "lumo_ev": 0.614, "smiles": "CC(C)N(C)Cc1nnnn1CC(=O)NCCc1cccc(C(F)(F)F)c1", "gap_ev": 9.73, "charge": 0, "relative_energy_kcal_mol": 1.8, "species": ["C", "C", "C", "N", "C", "C", "C", "N", "N", "N", "N", "C", "C", "O", "N", "C", "C", "C", "C", "C", "C", "C", "C", "F", "F", "F", "C", "H", "H", "H", "H", "H", "H", "H", "H", "H", "H", "H", "H", "H", "H", "H", "H", "H", "H", "H", "H", "H", "H", "H"], "xyz": [[3.169, 0.966, -2.456], [3.134, 1.619, -1.075], [3.303, 3.137, -1.197], [4.096, 0.965, -0.182], [5.488, 1.242, -0.476], [3.806, 1.176, 1.226], [2.511, 0.568, 1.613], [1.580, 1.111, 2.367], [0.619, 0.214, 2.494], [0.901, -0.853, 1.866], [2.099, -0.682, 1.286], [2.718, -1.679, 0.469], [1.891, -2.067, -0.777], [2.443, -2.391, -1.807], [0.569, -2.047, -0.588], [-0.386, -2.345, -1.631], [-1.682, -2.881, -1.012], [-2.282, -1.833, -0.116], [-2.068, -1.852, 1.258], [-2.537, -0.832, 2.066], [-3.238, 0.227, 1.517], [-3.470, 0.241, 0.149], [-4.218, 1.371, -0.499], [-5.204, 0.934, -1.305], [-4.787, 2.210, 0.374], [-3.416, 2.123, -1.281], [-2.992, -0.775, -0.667], [2.294, 1.272, -3.023], [3.166, -0.118, -2.372], [4.051, 1.269, -3.013], [2.147, 1.425, -0.637], [2.483, 3.544, -1.781], [3.290, 3.614, -0.219], [4.236, 3.384, -1.698], [5.667, 1.087, -1.535], [5.796, 2.260, -0.203], [6.109, 0.537, 0.080], [4.598, 0.690, 1.808], [3.778, 2.236, 1.525], [2.868, -2.589, 1.059], [3.680, -1.293, 0.124], [0.195, -1.732, 0.303], [-0.601, -1.438, -2.210], [0.068, -3.079, -2.302], [-1.464, -3.785, -0.444], [-2.373, -3.132, -1.817], [-1.528, -2.674, 1.704], [-2.342, -0.853, 3.126], [-3.602, 1.030, 2.137], [-3.178, -0.738, -1.730]], "lowdin_charge": [-0.044, -0.419, -0.049, -0.215, -0.079, -0.127, -0.284, 0.080, -0.015, 0.030, -0.042, -0.015, -0.483, 0.059, 0.082, -0.157, -0.126, -0.229, -0.057, -0.067, -0.007, -0.113, -0.587, 0.135, 0.140, 0.136, 0.030, 0.083, 0.061, 0.073, 0.135, 0.083, 0.072, 0.075, 0.084, 0.090, 0.088, 0.134, 0.127, 0.141, 0.125, 0.081, 0.129, 0.125, 0.120, 0.121, 0.115, 0.107, 0.119, 0.133]}



3.
{"formula": "C17H23MnO3", "method": "ωB97M-V/def2-TZVPD", "e_homo_ha": [-0.0175, -0.1551], "lumo_ev": [2.597, 2.585], "spin_multiplicity": 4, "gap_ev": [3.07, 6.81], "charge": -1, "relative_energy_kcal_mol": 165.7, "species": ["Mn", "C", "C", "C", "H", "C", "C", "H", "H", "H", "H", "C", "C", "C", "H", "C", "C", "H", "H", "H", "H", "O", "C", "C", "C", "C", "C", "H", "H", "H", "H", "H", "H", "H", "H", "H", "H", "C", "O", "C", "O", "H", "H", "H"], "xyz": [[0.068, 0.182, 0.346], [1.762, 0.185, 1.691], [2.086, -0.700, 0.616], [2.041, 0.028, -0.609], [2.402, -1.703, 0.785], [1.664, 1.371, -0.328], [1.488, 1.490, 1.112], [1.333, 2.403, 1.685], [1.912, -0.022, 2.738], [2.325, -0.315, -1.586], [1.633, 2.182, -1.046], [-1.918, -0.170, 1.044], [-1.405, 1.103, 1.497], [-1.103, 1.890, 0.321], [-1.367, 1.449, 2.526], [-1.459, 1.111, -0.831], [-1.941, -0.148, -0.385], [-2.373, -0.919, -1.010], [-2.463, -0.864, 1.673], [-0.781, 2.930, 0.322], [-1.458, 1.478, -1.852], [0.790, -2.554, -0.513], [-0.350, -0.290, -4.824], [0.265, -1.440, -4.266], [0.488, 0.877, -4.415], [-1.798, -0.363, -4.559], [0.714, -2.659, -1.749], [1.365, -1.563, -4.178], [-0.233, -2.416, -4.258], [-0.256, -3.037, -2.274], [1.545, -2.742, -2.533], [0.699, 1.658, -5.137], [1.451, 0.494, -4.070], [-0.011, 1.301, -3.558], [-2.486, -0.465, -5.393], [-2.085, 0.514, -4.005], [-1.971, -1.217, -3.929], [-0.251, -1.155, 3.722], [0.207, -2.145, 2.542], [-0.607, -2.262, 1.574], [-1.281, -3.107, 1.068], [0.403, -1.363, 4.573], [-1.302, -1.379, 3.938], [-0.143, -0.116, 3.377]], "lowdin_charge": [0.445, -0.149, -0.144, -0.125, 0.100, -0.156, -0.176, 0.109, 0.094, 0.098, 0.111, -0.185, -0.166, -0.177, 0.105, -0.131, -0.123, 0.117, 0.104, 0.115, 0.091, -0.212, -0.408, -0.075, -0.127, -0.131, -0.275, 0.028, 0.027, 0.041, 0.025, 0.052, 0.056, 0.041, 0.056, 0.051, 0.053, 0.058, -0.048, -0.472, 0.087, 0.083, 0.088, 0.045]}



4.
{"formula": "C17H23N2W", "method": "ωB97M-V/def2-TZVPD", "e_homo_ha": [-0.3699, -0.3763], "lumo_ev": [-3.039, -3.537], "spin_multiplicity": 3, "gap_ev": [7.03, 6.70], "charge": 1, "relative_energy_kcal_mol": 0.0, "species": ["C", "C", "C", "C", "H", "H", "H", "H", "H", "H", "H", "H", "H", "C", "C", "C", "H", "C", "C", "H", "H", "H", "H", "C", "C", "C", "H", "C", "C", "H", "H", "H", "H", "W", "N", "C", "C", "N", "C", "H", "H", "H", "H"], "xyz": [[-0.207, 0.491, -3.065], [0.342, 1.868, -3.134], [0.550, -0.520, -3.901], [-1.682, 0.409, -3.257], [0.403, -0.336, -4.982], [0.206, -1.543, -3.716], [1.628, -0.478, -3.728], [0.229, 2.301, -4.144], [1.411, 1.880, -2.908], [-0.190, 2.528, -2.443], [-1.972, 0.623, -4.302], [-2.194, 1.144, -2.631], [-2.055, -0.593, -3.029], [2.293, -0.007, 1.464], [2.287, -0.834, 0.308], [1.834, -0.043, -0.790], [2.632, -1.865, 0.257], [1.537, 1.290, -0.312], [1.841, 1.314, 1.078], [1.829, 2.210, 1.690], [2.704, -0.277, 2.432], [1.839, -0.339, -1.830], [1.226, 2.146, -0.898], [-2.215, -1.112, 0.941], [-1.351, -2.171, 1.339], [-0.396, -2.395, 0.303], [-1.437, -2.762, 2.250], [-0.707, -1.492, -0.776], [-1.814, -0.647, -0.343], [-2.309, 0.116, -0.934], [-3.081, -0.730, 1.478], [0.351, -3.187, 0.260], [-0.332, -1.547, -1.790], [0.219, -0.075, 0.660], [0.150, 0.916, 4.957], [-1.099, 0.301, 4.930], [-1.299, -0.067, 3.641], [-0.182, 0.291, 2.849], [0.661, 0.899, 3.718], [0.611, 1.327, 5.764], [-1.718, 0.186, 5.801], [-2.172, -0.561, 3.259], [1.631, 1.342, 3.536]], "lowdin_charge": [-0.406, -0.101, -0.090, -0.103, 0.103, 0.077, 0.070, 0.105, 0.074, 0.083, 0.104, 0.076, 0.078, -0.194, -0.152, -0.196, 0.134, -0.241, -0.238, 0.120, 0.122, 0.093, 0.089, -0.136, -0.110, -0.136, 0.123, -0.246, -0.214, 0.081, 0.117, 0.123, 0.084, 1.468, 0.083, -0.043, -0.104, -0.047, -0.156, 0.174, 0.125, 0.082, 0.124]}



5.
{"formula": "C17H23N3O2", "method": "ωB97M-V/def2-TZVPD", "e_homo_ha": -0.3275, "lumo_ev": 0.826, "smiles": "COC[C@H]1CCCN(Cc2nc(Cc3ccccc3)no2)C1", "gap_ev": 9.74, "charge": 0, "relative_energy_kcal_mol": 71.8, "species": ["C", "O", "C", "C", "C", "C", "C", "N", "C", "C", "N", "C", "C", "C", "C", "C", "C", "C", "C", "N", "O", "C", "H", "H", "H", "H", "H", "H", "H", "H", "H", "H", "H", "H", "H", "H", "H", "H", "H", "H", "H", "H", "H", "H", "H"], "xyz": [[-0.058, 4.060, 3.253], [1.162, 3.476, 3.633], [1.104, 2.096, 3.939], [1.897, 1.249, 2.936], [1.932, -0.217, 3.363], [2.692, -1.031, 2.322], [2.066, -0.841, 0.945], [2.093, 0.569, 0.600], [1.762, 0.840, -0.784], [0.324, 0.592, -1.094], [-0.306, -0.543, -1.103], [-1.601, -0.182, -1.343], [-2.701, -1.165, -1.496], [-2.551, -1.829, -2.844], [-3.336, -1.436, -3.918], [-3.173, -2.030, -5.157], [-2.219, -3.017, -5.334], [-1.425, -3.406, -4.268], [-1.589, -2.814, -3.029], [-1.750, 1.106, -1.467], [-0.500, 1.627, -1.302], [1.302, 1.352, 1.532], [0.159, 5.105, 3.038], [-0.797, 4.006, 4.062], [-0.481, 3.590, 2.358], [1.542, 1.963, 4.937], [0.063, 1.752, 3.975], [2.919, 1.638, 2.896], [0.909, -0.594, 3.447], [2.407, -0.314, 4.341], [2.683, -2.090, 2.584], [3.728, -0.692, 2.286], [2.643, -1.387, 0.194], [1.039, -1.242, 0.941], [1.982, 1.889, -0.999], [2.381, 0.201, -1.418], [-3.653, -0.640, -1.425], [-2.620, -1.909, -0.702], [-4.077, -0.661, -3.783], [-3.791, -1.720, -5.986], [-2.092, -3.481, -6.301], [-0.676, -4.172, -4.402], [-0.963, -3.106, -2.198], [1.324, 2.394, 1.205], [0.249, 1.014, 1.563]], "lowdin_charge": [-0.116, -0.186, -0.200, -0.282, -0.170, -0.174, -0.202, -0.150, -0.100, -0.323, 0.216, -0.350, -0.076, -0.232, -0.041, -0.085, -0.095, -0.083, -0.048, 0.137, 0.036, -0.157, 0.089, 0.089, 0.082, 0.129, 0.127, 0.154, 0.122, 0.116, 0.111, 0.116, 0.123, 0.114, 0.134, 0.133, 0.121, 0.126, 0.113, 0.101, 0.100, 0.101, 0.109, 0.131, 0.139]}



| no. | M (g mol⁻¹) |
| --- | --- |
| 1 | 342.4 |
| 2 | 384.4 |
| 3 | 330.3 |
| 4 | 439.2 |
| 5 | 301.4 |